A) ORCA calculation (ωB97M-V with the def2-TZVPD basis set) on a 2-piece molecular cluster, C4H10NO overall.

Output
LUMO level ... -0.278 Ha
Gap between HOMO and LUMO ... 6.469 eV
HOMO ... -14.05 eV
Molar mass ... 88.1 g/mol
Charge ... +1

Positions of all 16 atoms, in Å:
C  0.4848  -1.0322  1.1037
C  0.0397  0.0292  0.2172
C  0.6483  0.1023  -1.0943
C  2.1577  0.5641  -0.9276
O  2.8673  0.5432  -1.8610
N  -2.8614  0.2892  0.2345
H  0.4527  -0.7147  2.1397
H  -0.1207  -1.9377  0.9577
H  1.4873  -1.3499  0.7988
H  -0.3041  0.9931  0.5858
H  0.6526  -0.8139  -1.6767
H  0.2061  0.8631  -1.7343
H  2.5319  0.9432  0.0384
H  -3.6932  0.8171  0.4403
H  -2.1617  0.8407  -0.2411
H  -2.3873  -0.1370  1.0191

***

B) ORCA calculation (ωB97M-V with the def2-TZVPD basis set) on a 2-piece molecular cluster, C4H10NO overall.

Output
LUMO level ... -0.184 Ha
Gap between HOMO and LUMO ... 9.428 eV
HOMO ... -14.43 eV
Molar mass ... 88.1 g/mol
Charge ... +1

Positions of all 16 atoms, in Å:
C  0.9252  1.1661  2.0213
C  0.2543  0.2115  1.0240
C  0.7014  0.1943  -0.2107
N  0.1408  -0.7627  -1.2131
C  0.7361  -1.1072  -2.2982
H  0.2448  1.9241  2.4718
H  1.3712  0.8281  2.8789
H  1.9031  1.7137  1.5620
H  -0.6516  -0.2848  1.5952
H  1.5179  0.8482  -0.5856
H  -0.7495  -1.0539  -1.0322
H  0.2685  -1.6518  -3.1238
H  1.7139  -0.8924  -2.5545
H  -2.7569  0.3741  0.0233
H  -3.1443  -1.0371  -0.3489
O  -2.4748  -0.4702  -0.2094

***

C) ORCA calculation (ωB97M-V with the def2-TZVPD basis set) on an isolated ion of composition C4H10NO and charge +1.

Output
LUMO level ... -0.130 Ha
SMILES ... C[C@@H]([NH3+])CC=O
Gap between HOMO and LUMO ... 11.006 eV
HOMO ... -14.55 eV
Molar mass ... 88.1 g/mol
Charge ... +1

Positions of all 16 atoms, in Å:
C  -2.2133  -0.1086  -0.2125
C  -0.7887  0.1430  0.3032
N  -0.2142  -1.0870  0.9322
C  0.0975  0.7363  -0.8142
C  1.5295  0.8238  -0.2653
O  2.1684  -0.1705  -0.0276
H  -2.2538  -0.6352  -1.1683
H  -2.6461  0.8735  -0.3296
H  -2.7956  -0.7108  0.4874
H  -0.8972  0.8884  1.0798
H  -0.6351  -1.3541  1.8227
H  0.7984  -0.9581  1.0693
H  -0.3236  -1.8712  0.2816
H  -0.2102  1.7343  -1.1044
H  0.1714  -0.0169  -1.5945
H  1.9515  1.8272  -0.1005

***

What should be chosen as the most stable of them? Choose C).

***

A) ORCA calculation (ωB97M-V with the def2-TZVPD basis set) on C4H10NO as an isolated structure.

Output
LUMO level (alpha / beta) ... -0.170 / -0.163 Ha
Gap between HOMO and LUMO (alpha / beta) ... 9.398 / 9.049 eV
HOMO (alpha / beta) ... -14.02 / -13.49 eV
Molar mass ... 88.1 g/mol
Charge ... +1

Positions of all 16 atoms, in Å:
C  0.0397  1.8284  -0.4268
C  -0.9030  0.1781  0.2446
C  -1.7685  -1.0148  -0.2541
C  1.4910  -0.2377  0.3693
N  0.4372  0.3445  -0.4560
O  -1.2798  1.4799  0.1092
H  0.4905  2.4751  0.4185
H  -0.0962  2.1663  -1.4765
H  -0.9735  -0.3479  2.2195
H  -2.0684  -0.6118  -1.1986
H  -2.6151  -1.3297  0.4259
H  -1.0549  -1.9062  -0.4597
H  2.5652  0.0493  0.2351
H  1.2529  -0.1740  1.3742
H  1.5282  -1.3755  0.2049
H  0.5870  -0.0227  -1.4543

***

B) ORCA calculation (ωB97M-V with the def2-TZVPD basis set) on a 2-piece molecular cluster, C4H10NO overall.

Output
LUMO level ... -0.203 Ha
Gap between HOMO and LUMO ... 8.395 eV
HOMO ... -13.93 eV
Molar mass ... 88.1 g/mol
Charge ... +1

Positions of all 16 atoms, in Å:
C  0.1305  0.3978  1.9323
C  -0.3233  -0.1649  0.5627
C  -0.1795  -1.5075  0.2434
C  -1.5921  1.6009  -0.7242
N  -0.5726  0.6968  -0.5981
H  -0.5474  1.2221  2.0630
H  -0.0401  -0.3116  2.7067
H  1.1323  0.8486  1.9305
H  -0.0065  -1.9829  -0.7451
H  -0.3923  -2.2252  1.1632
H  -1.7132  1.9890  -1.6702
H  -2.3418  1.7302  0.1184
H  0.1846  0.8539  -1.3044
H  1.8785  -1.4852  -2.5541
H  2.5415  -0.9806  -1.2112
O  1.8413  -0.6815  -1.9131

***

C) ORCA calculation (ωB97M-V with the def2-TZVPD basis set) on a 2-piece molecular cluster, C4H10NO overall.

Output
LUMO level ... -0.141 Ha
Gap between HOMO and LUMO ... 8.233 eV
HOMO ... -12.08 eV
Molar mass ... 88.1 g/mol
Charge ... +1

Positions of all 16 atoms, in Å:
C  1.6279  1.6118  -0.0842
C  0.4379  1.1202  -0.3473
N  2.7672  0.6223  0.0298
H  1.9813  2.5960  0.1769
H  -0.4390  1.7239  -0.5154
H  0.2896  0.0484  -0.2999
H  2.7679  0.1215  0.9204
H  2.7307  -0.0580  -0.7272
H  3.6771  1.0796  -0.0222
C  -2.5052  -1.8013  -0.7408
C  -2.1794  -1.3051  0.4402
O  -2.0147  0.0350  0.6846
H  -2.6052  -2.8668  -0.8634
H  -2.6731  -1.1332  -1.5765
H  -2.0485  -1.9523  1.3020
H  -1.8146  0.1578  1.6231

***

What should be chosen as the most stable of them? Choose C).

***

A) ORCA calculation (ωB97M-V with the def2-TZVPD basis set) on a 2-piece molecular cluster, C2H9N2P3 overall.

Output
LUMO level (alpha / beta) ... -0.036 / -0.017 Ha
Gap between HOMO and LUMO (alpha / beta) ... 6.123 / 8.001 eV
HOMO (alpha / beta) ... -7.10 / -8.45 eV
Molar mass ... 154.0 g/mol
Charge ... 0

Positions of all 16 atoms, in Å:
C  -1.7302  -0.8785  0.5403
C  -1.7902  0.1699  -0.5645
N  1.4104  -1.8297  -0.8843
N  0.5231  1.3736  0.1347
P  1.8265  -1.3888  0.5056
P  2.2050  1.7729  0.1980
P  -0.1473  0.7008  -1.2368
H  -2.7356  -1.1767  0.8326
H  -1.1900  -1.7580  0.1955
H  -1.2240  -0.4965  1.4253
H  -2.3093  1.0713  -0.2165
H  -2.3476  -0.2241  -1.4169
H  0.0999  1.1771  1.0357
H  2.7101  -2.4327  0.9802
H  2.0997  2.9105  -0.6297
H  2.5994  1.0089  -0.8993

***

B) ORCA calculation (ωB97M-V with the def2-TZVPD basis set) on an isolated molecule of C2H9N2P3.

Output
LUMO level (alpha / beta) ... -0.018 / -0.018 Ha
SMILES ... CCN(P)/P=N\P
Gap between HOMO and LUMO (alpha / beta) ... 7.469 / 7.470 eV
HOMO (alpha / beta) ... -7.97 / -7.97 eV
Molar mass ... 154.0 g/mol
Charge ... 0

Positions of all 16 atoms, in Å:
C  1.7397  -1.2147  -0.6915
C  0.9533  -0.2126  -1.5341
N  -0.1231  0.4051  -0.7251
P  0.5033  1.4480  0.5139
P  -1.7652  -0.8063  -0.5603
N  -2.5780  -0.4178  0.7231
P  -2.4396  0.5978  2.0531
H  2.3055  -1.8231  -1.2439
H  2.2341  -0.7826  0.1177
H  1.0595  -1.8585  -0.2349
H  1.6561  0.6621  -1.6650
H  0.3950  -0.7331  -2.4119
H  -0.6728  2.0619  0.7462
H  0.8839  2.5041  -0.4552
H  -1.1132  0.2398  2.2515
H  -3.0384  -0.0702  3.1165

***

What should be chosen as the most stable of them? Choose B).

***

A) ORCA calculation (ωB97M-V with the def2-TZVPD basis set) on an isolated molecule of C4H5ClS.

Output
LUMO level ... -0.032 Ha
SMILES ... CC(=S)/C=C/Cl
Gap between HOMO and LUMO ... 7.803 eV
HOMO ... -8.66 eV
Molar mass ... 120.6 g/mol
Charge ... 0

Positions of all 11 atoms, in Å:
C  1.4841  0.8833  0.0409
C  0.6218  -0.3037  -0.0698
S  1.2158  -1.8528  -0.1004
C  -0.7928  0.0250  -0.2018
C  -1.7400  -0.9224  0.1139
Cl  -3.4032  -0.6398  -0.0651
H  1.6249  1.1679  1.0928
H  2.4683  0.8012  -0.3597
H  1.0022  1.7336  -0.4345
H  -1.0428  0.9827  -0.5712
H  -1.4383  -1.8750  0.5548

***

B) ORCA calculation (ωB97M-V with the def2-TZVPD basis set) on an isolated molecule of C4H5ClS.

Output
LUMO level ... 0.028 Ha
SMILES ... SCC#CCCl
Gap between HOMO and LUMO ... 10.186 eV
HOMO ... -9.41 eV
Molar mass ... 120.6 g/mol
Charge ... 0

Positions of all 11 atoms, in Å:
S  -2.9135  -0.3054  -0.6518
C  -1.6514  0.9411  -0.0195
C  -0.3056  0.4039  0.0370
C  0.7974  -0.0881  0.0876
C  2.1547  -0.6357  0.1171
Cl  3.4644  0.2281  -0.6608
H  -2.4526  -1.2318  0.1655
H  -2.0553  1.3231  0.9091
H  -1.7860  1.7504  -0.8040
H  2.5042  -0.7661  1.1157
H  2.2436  -1.6196  -0.2960

***

C) ORCA calculation (ωB97M-V with the def2-TZVPD basis set) on an isolated molecule of C4H5ClS.

Output
LUMO level ... -0.038 Ha
SMILES ... CC(=S)/C=C/Cl
Gap between HOMO and LUMO ... 7.712 eV
HOMO ... -8.75 eV
Molar mass ... 120.6 g/mol
Charge ... 0

Positions of all 11 atoms, in Å:
C  1.4471  0.9580  0.0371
C  0.6581  -0.3721  -0.0984
S  1.4427  -1.8272  -0.0225
C  -0.7449  -0.1023  -0.0610
C  -1.8209  -0.9385  0.0293
Cl  -3.4732  -0.6855  -0.0218
H  1.3246  1.4659  1.0141
H  2.6061  0.7755  -0.1399
H  1.1004  1.6740  -0.7519
H  -0.9719  1.0192  -0.1846
H  -1.5682  -1.9670  0.1996

***

What should be chosen as the most stable of them? Choose A).